Here is a cluster of 2 separate species, C4H12NOS in total from OMol25. Energies are from ωB97M-V with the def2-TZVPD basis set.

Summary:
DFT total energy   -18716.354 eV
HOMO level   -2.85 eV
Orbital gap   6.319 eV

The geometry in ORCA input format:
```
! wB97M-V def2-TZVPD RIJCOSX def2/J DEFGRID3
* xyz -1 1
C -2.80062 -0.06354 -0.07008
N -1.50742 -0.70516 0.16087
C -0.38769 -0.13604 -0.60193
C 0.52546 0.74419 0.23343
S 2.11641 1.15917 -0.53715
C -3.72788 -0.05446 1.10539
H -3.27748 -0.55167 -0.93845
H -2.59575 0.93492 -0.47452
H -1.30911 -0.69305 1.15381
H 0.14615 -0.97142 -1.06464
H -0.76459 0.48606 -1.41909
H -0.06837 1.62479 0.47327
H 0.73132 0.27089 1.19512
H -4.19637 -1.02601 1.29558
H -4.51031 0.69111 0.93786
H -3.20225 0.20357 2.03086
H 2.93718 -0.87187 0.21903
H 2.91120 -2.08361 -0.64022
O 3.23375 -1.81424 0.22611
*
```

Here is a cluster of 2 separate species, C4H12NOS in total from OMol25. Energies are from ωB97M-V with the def2-TZVPD basis set.

Summary:
DFT total energy   -18712.190 eV
HOMO level (alpha / beta)   3.67 / -0.50 eV
Orbital gap (alpha / beta)   2.016 / 6.118 eV

The geometry in ORCA input format:
```
! wB97M-V def2-TZVPD RIJCOSX def2/J DEFGRID3
* xyz -2 2
C -1.41746 0.09856 -0.37141
N -0.90261 -0.91804 0.51509
C 0.56340 -1.10638 0.63383
C 1.36067 0.19197 0.78030
S 3.07141 -0.10418 1.39549
C -2.94337 0.15681 -0.24156
H -0.97699 1.02524 -0.11165
H -1.18376 -0.07026 -1.41902
H -1.40791 -0.80548 1.38347
H 0.80822 -1.73139 -0.22816
H 0.65678 -1.69034 1.55218
H 0.81858 0.71476 1.57535
H 1.34359 0.75386 -0.15063
H -3.20816 0.84587 0.55761
H -3.50881 0.22326 -1.18348
H -3.29473 -0.87317 -0.09918
H 2.70273 1.35931 -1.78226
H 3.89850 0.86018 -0.94836
O 3.61990 1.06942 -1.85763
*
```

Here is a cluster of 2 separate species, C4H12NOS in total from OMol25. Energies are from ωB97M-V with the def2-TZVPD basis set.

Summary:
DFT total energy   -18713.719 eV
HOMO level (alpha / beta)   -8.97 / -8.92 eV
Orbital gap (alpha / beta)   9.783 / 6.635 eV

The geometry in ORCA input format:
```
! wB97M-V def2-TZVPD RIJCOSX def2/J DEFGRID3
* xyz 0 2
C 0.78383 2.26187 1.40470
N -0.22339 1.65697 0.59312
C 0.24422 0.51107 -0.17762
C -0.73437 0.34711 -1.35676
S -0.37525 -1.11454 -2.29178
C 0.25715 -0.74679 0.68462
H 0.39090 3.02514 2.05004
H 1.18336 1.52731 2.09439
H 1.60609 2.69807 0.82333
H -0.81770 2.24145 0.04055
H 1.19463 0.75552 -0.66498
H -1.73141 0.43010 -0.96307
H -0.50283 1.15905 -2.05669
H 0.52084 -0.56704 1.72517
H 1.00477 -1.44014 0.31414
H -0.74102 -1.14264 0.67090
H -1.36434 -3.62797 -0.73871
H -0.05065 -3.70413 -1.33382
O -0.64483 -4.27042 -0.81751
*
```

Here is a cluster of 2 separate species, C4H12NP in total from OMol25. Energies are from ωB97M-V with the def2-TZVPD basis set.

Summary:
DFT total energy   -15117.697 eV
HOMO level   -8.27 eV
Orbital gap   9.084 eV

The geometry in ORCA input format:
```
! wB97M-V def2-TZVPD RIJCOSX def2/J DEFGRID3
* xyz 0 1
C 2.03032 -0.43678 0.25057
C -0.21792 2.07782 0.28677
C -2.08982 -1.48395 0.42330
C 1.01482 -0.04156 -0.77903
N -0.53730 0.67355 0.36298
P -2.08287 0.25786 -0.25927
H 2.82478 0.26300 0.38244
H 1.70599 -0.58430 1.30155
H 2.39277 -1.31817 -0.17562
H 0.23732 2.51009 -0.55059
H -1.00636 2.63663 0.66231
H 0.52792 2.11239 1.00375
H -2.18762 -1.36117 1.44245
H -1.15959 -1.89267 -0.01581
H -3.08358 -1.99854 0.15880
H 1.11310 0.75804 -1.34770
H 0.38528 -0.87211 -1.31196
H -1.85056 -0.22320 -1.68940
*
```

What are the F_max values for these records? In order: 1.645, 1.592, 1.203, 8.102 eV Å⁻¹.
What are the energy above the lowest of the compared OMol25 structures with the same formula, charge and spin values for these records? In order: 9.2, 7.9, 12.0, 94.9 kcal per mole.